# 1
ORCA calculation (the ωB97M-V functional and the def2-TZVPD basis) on a 4-piece molecular cluster, C9H23INO3 overall in a non-equilibrium geometry.

```
37
Properties=species:S:1:pos:R:3:mulliken_charge:R:1
I 1.31578 -3.46835 2.85639 0.02
O -1.03689 -5.43681 1.01809 -0.57
H -1.53772 -4.88529 0.41707 0.31
H -0.39807 -4.84317 1.41272 0.25
O 3.79997 -4.47863 0.24247 -0.60
H 2.90776 -4.20924 0.46071 0.22
H 4.35490 -3.97779 0.84033 0.35
C 1.44609 -0.73731 -1.06285 -1.89
C 0.78249 0.58744 -0.65617 1.39
C 0.25334 1.12023 -2.01463 -1.33
C -0.81857 2.17760 -1.80696 -0.74
C -1.86165 1.59477 -0.89914 -1.44
C -1.41863 1.21843 0.53871 1.42
N -0.16269 0.35147 0.43230 0.43
O 0.34541 -0.06050 1.69826 -0.36
C -1.39630 2.55774 1.35821 -1.60
C -2.61111 0.31155 1.08284 -1.70
C 1.99435 1.63972 -0.21979 -1.60
H 0.90604 -1.50739 -1.61368 0.40
H 1.90868 -1.32212 -0.26780 0.44
H 2.34068 -0.57605 -1.66436 0.41
H 1.08589 1.46354 -2.62872 0.46
H -0.16240 0.28253 -2.57456 0.42
H -1.13175 2.47532 -2.80765 0.37
H -0.32676 3.09824 -1.49288 0.34
H -2.27609 0.77457 -1.48531 0.43
H -2.78232 2.17811 -0.88604 0.60
H -0.73074 3.24868 0.84078 0.35
H -2.29936 3.11941 1.59719 0.36
H -0.99805 2.36838 2.35503 0.41
H -3.56660 0.54213 0.61171 0.37
H -2.56471 -0.77227 0.97665 0.36
H -2.66013 0.43567 2.16464 0.37
H 2.76855 1.88318 -0.94742 0.41
H 2.60394 1.22594 0.58351 0.38
H 1.57328 2.63958 -0.11453 0.34
H 0.35335 -1.01947 1.65470 0.23
```

Results
- HOMO (alpha / beta) (Ha) = -0.3083 / -0.3077
- net charge = 0
- electronic energy (eV) = -25435.7030
- LUMO level (alpha / beta) (eV) = 0.31 / -4.19
- 2S+1 = 2



# 2
ORCA calculation (the ωB97M-V functional and the def2-TZVPD basis) on one molecule with the formula CHNO2S in a non-equilibrium geometry.

```
6
Properties=species:S:1:pos:R:3:mulliken_charge:R:1
C 0.41175 -0.73495 0.15825 -0.05
N -0.36186 0.77836 -0.26955 0.83
O 0.27021 1.47792 -0.99451 -0.52
O -1.43869 0.90730 0.22017 -0.48
S -0.13844 -1.55131 1.38196 -0.13
H 1.25703 -0.87731 -0.49632 0.35
```

Results
- ΔE to the lowest compared entry with this formula, charge and spin (kcal/mol) = 70.40
- HOMO (Ha) = -0.3616
- net charge = 0
- electronic energy (eV) = -17469.1224
- LUMO level (eV) = -1.45
- structure (SMILES) = O=[N+]([O-])C=S



# 3
ORCA calculation (the ωB97M-V functional and the def2-TZVPD basis) on C39H45Br2N4O5PS3Tl as an isolated structure.

```
100
Properties=species:S:1:pos:R:3:mulliken_charge:R:1
Tl -0.18260 -0.23406 0.13387 1.17
O 0.41807 -1.43178 -4.16987 -0.81
S 0.17098 -0.29031 -3.31199 1.26
O 1.14362 -0.13389 -2.22482 -0.55
O -1.21439 -0.16914 -2.85279 -1.00
C 0.41251 1.16292 -4.31804 0.15
C 0.79705 0.98457 -5.63966 -0.55
C 0.94609 2.08276 -6.47269 -0.53
C 0.70398 3.35704 -5.97523 -0.79
C 0.33205 3.52328 -4.64865 -0.21
C 0.18856 2.43557 -3.79037 -0.70
P -0.27150 2.69698 -1.99525 1.23
C -1.93147 3.45544 -2.19393 0.17
C -2.43305 4.37045 -1.26895 -0.05
C -3.74260 4.82486 -1.35315 -0.81
C -4.58129 4.35723 -2.35483 -0.69
C -4.10210 3.42324 -3.26537 -0.57
C -2.79186 2.97429 -3.18426 -0.68
C 0.84679 4.11531 -1.62164 0.52
C 0.56635 5.47606 -1.72309 -0.21
C 1.55159 6.42302 -1.47098 -0.76
C 2.83333 6.02218 -1.11713 -0.50
C 3.12191 4.66823 -0.99992 -0.61
C 2.13358 3.72352 -1.24016 -0.85
H 0.95621 -0.02473 -5.99551 0.54
H 1.24363 1.94594 -7.50592 0.37
H 0.81223 4.22364 -6.61758 0.40
H 0.15374 4.52416 -4.27461 0.38
H -1.80046 4.72131 -0.46154 0.55
H -4.10745 5.54495 -0.62934 0.41
H -5.60482 4.70701 -2.41873 0.35
H -4.75409 3.03586 -4.03932 0.41
H -2.43155 2.23841 -3.89353 0.35
H -0.42308 5.80742 -2.01793 0.43
H 1.31854 7.47760 -1.56167 0.41
H 3.60112 6.76224 -0.92538 0.37
H 4.11455 4.34222 -0.71222 0.44
H 2.35924 2.66698 -1.13456 0.32
C 0.39601 -3.49984 -0.82687 -1.54
C 1.74873 -3.15898 -0.26476 1.08
C 2.81858 -4.07677 -0.43122 -0.97
C 4.04129 -3.76684 0.06890 -0.86
C 4.24506 -2.53280 0.72847 1.16
C 5.50292 -2.18021 1.26734 -0.85
C 5.64625 -0.96817 1.87941 -0.69
C 4.56018 -0.07856 1.95783 -0.61
C 3.31074 -0.37319 1.44486 0.68
S 2.02753 0.80992 1.55024 -0.13
C 3.13910 -1.65480 0.82477 -1.18
N 1.91136 -2.00827 0.33813 0.53
H 0.28681 -3.07384 -1.82822 0.19
H 0.26798 -4.58042 -0.89909 0.52
H -0.40244 -3.09949 -0.20355 0.10
H 2.64105 -5.01006 -0.94960 0.46
H 4.87653 -4.45234 -0.02984 0.36
H 6.32844 -2.87830 1.18735 0.33
H 6.60136 -0.68227 2.30434 0.37
H 4.69017 0.88684 2.43071 0.45
Br -4.11812 1.12872 -0.08482 -0.09
C -3.75490 -0.37134 -1.24074 0.87
Br -3.48885 -2.00880 -0.25605 -0.14
H -2.83159 -0.17042 -1.77827 -0.85
H -4.59839 -0.51140 -1.89863 0.48
O 0.77786 -1.76559 5.19056 -0.68
C -0.05020 -1.62170 4.32915 0.05
O -0.34429 -2.57063 3.43915 -0.54
C -0.87626 -0.33823 4.16366 1.66
N -1.95748 -0.55121 3.18749 -0.14
C -3.25887 -0.43430 3.87571 -0.56
C -2.91880 -0.68660 5.34046 -0.68
C -1.57140 0.02788 5.47704 -0.59
H -0.17720 0.42986 3.82421 -0.36
H -1.08849 -2.16837 2.92563 0.54
H -1.89730 0.12304 2.43368 -0.46
H -3.98248 -1.13794 3.46384 0.33
H -3.66252 0.57648 3.75713 0.27
H -2.78944 -1.75816 5.51711 0.27
H -3.68392 -0.31377 6.02117 0.42
H -0.98328 -0.27686 6.34056 0.40
H -1.72791 1.10930 5.51890 0.04
C -1.69170 6.43337 5.06637 -1.38
C -0.95961 5.18143 4.61937 0.14
N -1.20344 4.94483 3.19150 -0.02
C -0.64366 3.83216 2.58326 -0.48
S -1.61784 2.72094 1.77833 0.11
N 0.67792 3.69712 2.65416 0.78
C 1.67657 4.72481 2.92005 -0.45
C 2.59356 4.32928 4.07028 -1.15
H -1.52643 6.61423 6.12932 0.41
H -2.76794 6.33094 4.90704 0.33
H -1.34577 7.30223 4.50443 0.31
H -1.29411 4.31812 5.20685 0.04
H 0.10526 5.29094 4.79934 0.07
H -2.19214 4.94526 2.98260 0.38
H 1.04630 2.82103 2.29544 -0.59
H 1.17026 5.66823 3.10138 0.52
H 2.26741 4.85156 2.00774 0.09
H 2.03836 4.22256 5.00462 0.29
H 3.37442 5.08055 4.20905 0.40
H 3.06786 3.37016 3.85348 0.16
```

Results
- HOMO (Ha) = -0.1678
- net charge = -1
- electronic energy (eV) = -243950.5510
- LUMO level (eV) = 2.18



- Which of these has the lowest net charge?
  C39H45Br2N4O5PS3Tl



- electronic energy of number 2 (CHNO2S)?
  -17469.1224 eV